No. 1
This record from the Open Molecules 2025 dataset describes a cluster of 2 separate species, C8H17O3P in total at a distorted geometry. The level of theory is ωB97M-V/def2-TZVPD.

Each line ends with the Mulliken charge.
Cartesian coordinates (Å):
C  -2.17833  -0.14303  -0.15147  -1.622
C  -0.73324  -2.24191  -0.63990  -1.621
C  1.35585  1.94520  0.89103  -1.638
C  0.13098  0.36891  2.48307  -1.263
C  -0.38659  0.99860  -2.63976  -1.180
C  -0.74599  -0.72843  -0.48352  1.204
C  0.26602  0.91631  1.01969  0.329
C  0.35707  -0.24605  0.09329  0.393
O  3.22788  -0.17908  -0.02739  -0.816
O  1.87959  -1.84985  1.30759  -0.804
O  2.02103  -1.99620  -1.31522  -0.820
P  2.04793  -1.12836  -0.05956  0.681
H  -2.08439  0.98402  -0.14480  0.450
H  -2.58912  -0.62339  0.76207  0.365
H  -2.81387  -0.65191  -0.88383  0.442
H  -1.27556  -2.63531  0.21490  0.233
H  0.30786  -2.54569  -0.53264  0.399
H  -1.14182  -2.88119  -1.50053  0.288
H  2.29854  1.37795  1.15061  0.311
H  1.28040  2.82879  1.64169  0.340
H  1.44647  2.33172  -0.11037  0.352
H  0.81816  -0.35949  2.84288  0.252
H  -0.92109  0.06227  2.49783  0.275
H  0.20172  1.25144  3.23503  0.339
H  0.64378  1.04952  -2.71383  0.249
H  -0.82183  1.96801  -2.48424  0.282
H  -0.93739  0.50838  -3.48846  0.362
H  -0.96798  0.15999  -1.80200  0.310
H  -0.68606  1.45878  0.83785  -0.092

Force components x, y, z for each atom (eV/Å):
1.21 -0.88 -0.12
-0.27 -1.10 -0.97
1.82 0.24 2.02
-1.23 2.77 0.42
-5.46 -2.65 0.25
-1.59 -1.70 2.51
-0.64 0.87 0.81
1.39 0.18 -0.31
-0.25 0.84 -0.23
0.00 -0.05 -0.79
-0.24 0.28 0.25
0.65 -1.21 1.37
-1.05 -1.43 -0.10
0.50 0.80 0.18
-0.33 0.98 -0.56
-0.23 -0.10 0.50
-0.31 -0.36 -0.20
0.23 1.51 0.33
-0.58 0.88 -0.61
-0.29 -1.26 -1.08
0.11 0.15 -0.41
0.52 -0.86 -0.50
0.24 -0.58 0.57
-0.17 -0.97 -1.12
1.96 -0.63 0.19
-0.28 0.66 0.09
1.03 0.87 -0.25
2.95 2.99 -2.42
0.32 -0.26 0.18

Summary:
net charge: -2
gap between HOMO and LUMO: 5.5 eV
maximum force: 6.075 eV/Å
lowest unoccupied orbital energy: 5.83 eV
HOMO energy: 0.34 eV

No. 2
This record from the Open Molecules 2025 dataset describes a structure of composition C8H17OP2Tm at a distorted geometry. The level of theory is ωB97M-V/def2-TZVPD.

Each line ends with the Mulliken charge.
Cartesian coordinates (Å):
C  -0.60773  0.31350  -3.19690  -0.205
C  -1.25618  1.60891  -3.43867  -0.593
C  -0.36371  2.74866  -3.15546  -0.414
C  0.95538  2.11599  -3.02818  -0.637
C  0.87335  0.65381  -2.92793  -0.278
Tm  0.03592  -1.21856  -0.13858  0.042
P  -0.05822  -3.46704  -1.44343  0.035
H  -0.85068  -0.51205  -3.89528  0.219
H  -2.35177  1.72688  -3.46888  0.346
H  -0.68763  3.62445  -2.50838  0.245
H  1.66355  0.03724  -3.40069  0.229
H  1.83148  2.67992  -2.68792  0.373
H  1.22786  -3.65701  -2.12612  0.079
H  -1.26190  -3.73964  -2.18612  0.083
H  -0.05470  -3.98849  -0.04421  0.057
C  -1.32515  0.65599  3.57358  -1.097
P  -0.10578  0.15760  2.37341  1.165
C  1.39592  1.14046  2.38161  -1.013
C  0.30291  -1.60996  2.41304  -0.745
O  -0.83731  0.30259  1.04675  -0.644
H  -1.07159  0.30378  4.56580  0.404
H  -2.27568  0.24333  3.22441  0.301
H  -1.37567  1.74675  3.52641  0.353
H  1.85044  1.11755  3.37513  0.401
H  2.13385  0.78234  1.65216  0.250
H  1.12574  2.17236  2.12131  0.340
H  -0.52083  -2.20900  1.94867  0.081
H  1.29390  -1.82899  1.98643  0.124
H  0.31425  -1.90138  3.45804  0.497

Force components x, y, z for each atom (eV/Å):
1.89 2.54 -1.55
0.69 0.06 2.30
0.44 -3.45 1.17
-1.39 -0.46 1.87
-2.12 1.36 -2.05
0.84 0.98 -2.54
0.07 -0.52 -0.51
-0.02 0.01 0.94
0.55 -0.09 -0.29
0.49 -0.64 -1.75
-0.34 0.08 0.80
-0.14 -0.17 -0.39
-0.89 -0.49 0.37
0.58 -0.60 0.18
0.02 -0.29 -1.26
0.44 -0.06 0.32
-0.97 0.32 -1.38
0.04 0.18 0.52
-0.20 0.38 1.50
-0.30 1.48 0.73
-0.17 0.14 0.34
0.18 -0.02 0.11
-0.04 -0.08 0.15
0.09 0.09 -0.04
-0.33 -0.09 0.09
0.00 -0.22 0.08
0.34 0.12 0.20
-0.02 -0.16 -0.10
0.26 -0.42 0.19

Summary:
net charge: 0
gap between HOMO and LUMO (spin up / spin down): 4.5 / 5.5 eV
maximum force: 3.673 eV/Å
lowest unoccupied orbital energy (spin up / spin down): -0.07 / -0.61 eV
HOMO energy (spin up / spin down): -4.53 / -6.12 eV
spin multiplicity: 3

No. 3
This record from the Open Molecules 2025 dataset describes a structure of composition C8H18BCl5CsO8P2 at a distorted geometry. The level of theory is ωB97M-V/def2-TZVPD.

Each line ends with the Mulliken charge.
Cartesian coordinates (Å):
C  -1.50307  -0.00315  -3.27233  -1.176
C  -1.09621  -1.34274  -2.65134  0.934
O  -2.22249  -2.29324  -2.64779  -0.465
B  -2.40256  -2.67311  -1.33140  0.775
O  -3.46048  -2.12785  -0.61244  -0.502
P  -1.21774  -3.94893  -0.44592  0.046
C  0.54281  -3.42293  -0.35908  -0.537
P  1.08388  -2.86536  1.34119  0.860
O  2.16908  -3.73777  1.82528  -0.640
O  -0.21625  -2.80833  2.34614  -0.543
O  1.60259  -1.33281  1.19372  -0.333
H  -0.57745  0.57210  -3.42149  0.322
H  -2.11750  0.54940  -2.55206  0.220
H  -1.99595  -0.13549  -4.23945  0.387
H  -0.27486  -1.82795  -3.19447  0.352
H  -0.77543  -1.12350  -1.61103  -0.757
H  -3.23904  -1.19623  -0.44605  0.341
H  -1.73275  -4.16284  0.85241  0.212
H  -1.30124  -5.19843  -1.09828  0.184
H  1.17315  -4.27632  -0.64334  0.537
H  0.77408  -2.59147  -1.03627  0.314
H  -0.83707  -2.15383  1.97887  0.314
H  1.02178  -0.75650  1.71353  0.262
C  2.71498  3.13053  0.87695  -3.082
C  1.86956  2.38774  -0.13332  1.162
C  0.70294  3.17248  -0.68343  -0.589
O  -0.24517  2.12847  -0.97897  -0.324
C  0.01908  1.09814  -0.15075  0.576
O  -0.69491  0.14424  0.00283  -0.573
O  1.19209  1.26760  0.48012  -0.163
H  2.14509  3.31682  1.79092  0.849
H  3.57713  2.53516  1.15667  0.670
H  3.07330  4.07480  0.48382  0.402
H  2.50262  2.00219  -0.93201  0.383
H  0.95483  3.73009  -1.58265  0.351
H  0.25500  3.85234  0.04535  0.213
Cl  4.91984  1.93506  -0.25140  -0.871
Cs  4.98949  3.93746  1.20428  0.936
C  -2.27832  2.03100  3.40085  0.284
Cl  -1.68524  3.37421  2.41018  -0.104
Cl  -3.96986  1.71046  3.00865  -0.085
Cl  -1.31072  0.58459  3.05405  -0.069
Cl  -2.12900  2.44388  5.10947  -0.075

Force components x, y, z for each atom (eV/Å):
0.42 -0.42 0.36
0.31 0.27 -0.39
0.69 -0.39 1.64
-2.11 1.86 -1.67
1.83 -0.85 0.39
0.30 -0.39 0.14
-0.23 0.23 0.42
2.30 -0.16 1.48
-1.43 0.36 -0.58
0.66 0.38 -1.68
-1.32 -1.50 0.07
-0.28 -0.08 0.00
-0.07 -0.06 -0.40
-0.02 0.02 0.27
-0.17 0.18 0.05
-0.07 -0.24 -0.59
-0.61 0.15 -0.16
0.31 -0.11 -0.32
0.09 0.27 0.17
-0.13 0.19 0.30
-0.36 -0.25 0.00
-0.21 0.01 0.49
0.31 0.42 -0.26
-3.89 -1.38 0.15
0.15 0.56 0.31
0.02 0.21 -0.11
-0.11 -0.37 0.29
0.51 0.62 -0.03
-0.24 -0.19 0.07
-0.58 -0.10 -0.16
-0.33 0.31 -0.04
-2.41 -1.38 -0.48
-2.18 -0.38 -0.74
0.04 -0.09 0.08
-0.15 -0.17 -0.10
0.01 -0.08 0.03
0.95 -4.60 -3.69
7.99 7.19 4.60
-0.19 0.12 0.16
0.01 -0.05 -0.01
0.15 0.01 0.00
0.04 -0.06 0.16
0.02 -0.06 -0.19

Summary:
net charge: +1
gap between HOMO and LUMO: 7.0 eV
maximum force: 11.686 eV/Å
lowest unoccupied orbital energy: -3.96 eV
HOMO energy: -10.96 eV